Entry 1:
# CH3N5O2

One molecule with the formula CH3N5O2 (ωB97M-V with the def2-TZVPD basis set, OMol25).

Structure (XYZ):
```
11
Properties=species:S:1:pos:R:3
N 0.06893 1.39942 0.33276
N -0.26542 0.35051 -0.57881
O -1.70492 0.14740 -0.59437
N -2.02377 -1.07747 0.02973
N -1.02831 -1.75901 0.22140
C 0.17553 -0.99198 -0.19675
N 1.36731 -1.43976 -0.10409
O 2.28274 -0.45738 -0.24791
H -0.27412 2.27185 0.02139
H -0.42132 1.16374 1.26272
H 1.82334 0.39268 -0.14607
```

Summary:
Gap between HOMO and LUMO (eV): 9.6019
Total charge: 0
SMILES: Nn1onn/c1=N/O
LUMO level (eV): -0.343

Mulliken population analysis, charges in e, atoms 1 to 5: N -0.4798; N -0.0730; O -0.1551; N -0.0172; N -0.1352


Entry 2:
# CH3N5O2

One molecule with the formula CH3N5O2 (ωB97M-V with the def2-TZVPD basis set, OMol25).

Structure (XYZ):
```
11
Properties=species:S:1:pos:R:3
O 0.38449 -1.98013 1.32473
N 0.86616 -1.15138 0.56135
O 1.91031 -0.57197 0.50496
C -0.16264 -0.81369 -0.40970
N 0.34372 -0.03955 -1.50684
N 0.23655 1.15892 -1.34501
N -0.29929 1.59065 -0.28401
N -0.66541 0.52755 0.61190
H -0.81580 -1.65038 -0.59960
H -0.11941 2.43804 0.23780
H -1.67869 0.49194 0.90443
```

Summary:
Gap between HOMO and LUMO (eV): 9.5370
Total charge: 0
SMILES: O=[N+]([O-])[C@@H]1N=NNN1
LUMO level (eV): -0.043

Mulliken population analysis, charges in e, atoms 1 to 5: O -0.5410; N 0.8460; O -0.5289; C 0.1447; N -0.2853


Entry 3:
# CH3N5O2

A 2-piece molecular cluster, CH3N5O2 overall (ωB97M-V with the def2-TZVPD basis set, OMol25).

Structure (XYZ):
```
11
Properties=species:S:1:pos:R:3
C -1.32340 0.45190 1.65792
N -2.10006 0.13147 2.48324
N 1.33080 0.78639 -0.56185
N -0.44156 0.85921 0.70538
N 0.65451 0.18845 0.43556
N -0.05210 -1.64707 -0.73959
O 0.64908 -1.51064 -1.65135
O -0.68498 -2.56270 -0.34717
H 0.86852 1.59778 -0.95206
H 1.70289 -0.04959 -1.18713
H -0.60369 1.75481 0.15707
```

Summary:
Gap between HOMO and LUMO (spin up / spin down) (eV): 9.1969 / 6.9477
Total charge: 0
LUMO level (spin up / spin down) (eV): -0.209 / -1.066

Mulliken population analysis, charges in e, atoms 1 to 5: C 0.3582; N -0.3839; N -0.3258; N 0.0384; N -0.2627


Entry 4:
# CH3NO

A 2-piece molecular cluster, CH3NO overall (ωB97M-V with the def2-TZVPD basis set, OMol25).

Structure (XYZ):
```
6
Properties=species:S:1:pos:R:3
C -0.61351 0.22419 -0.19679
H 0.82140 -1.24180 0.21168
H 1.40779 0.27514 0.82751
H -0.52404 1.29147 -0.24303
N 0.59166 -0.23205 -0.45650
O -1.68330 -0.31695 -0.14287
```

Summary:
Gap between HOMO and LUMO (eV): 9.2560
Total charge: 0
LUMO level (eV): -1.107

Mulliken population analysis, charges in e, atoms 1 to 5: C 0.1012; H 0.3080; H 0.2893; H 0.3470; N -0.5773


no.,largest force on an atom (eV/A),electronic energy (eV)
1,3.93,-12624.7473
2,5.40,-12623.9705
3,4.28,-12623.6890
4,11.54,-4619.1860